Molecular formula: C3H3IN2O
Method: DFT, wB97M-V/def2-TZVPD

Values from the calculation:
ΔE to the lowest compared entry with this formula, charge and spin in kJ/mol: 311.6
Maximum force in eV/Å: 3.8
SMILES string: [O-][N+]#CCI.C#N
E_LUMO in Eh: -0.00487
Total energy in a.u.: -598.41737
Gap between HOMO and LUMO in eV: 9.2

Geometry as ORCA input:
```
! RIJCOSX wB97M-V def2-TZVPD def2/J DEFGRID3
* xyz 0 1
H -2.49 -1.41 1.86
C -1.57 -0.90 1.82
N -0.58 -0.62 -1.33
H 1.65 0.66 0.60
N -0.45 -0.69 1.67
C 1.41 0.73 -0.43
C 0.14 0.12 -0.75
O -1.49 -1.31 -1.71
I 1.25 2.93 -0.65
H 2.14 0.50 -1.08
*
```

Molecular formula: C51H45CdF5NO3S2SiTe
Method: DFT, wB97M-V/def2-TZVPD

Values from the calculation:
ΔE to the lowest compared entry with this formula, charge and spin in kJ/mol: 0.0
Maximum force in eV/Å: 0.5
E_LUMO in Eh: 0.07882
Total energy in a.u.: -4271.93946
Gap between HOMO and LUMO in eV: 7.0

Geometry as ORCA input:
```
! RIJCOSX wB97M-V def2-TZVPD def2/J DEFGRID3
* xyz -1 1
H 5.54 2.86 4.31
H 2.03 3.59 2.38
H 1.10 -2.51 4.71
H 6.61 1.53 3.87
H 0.37 2.57 -0.77
H -0.59 4.21 -3.41
H 3.18 2.65 6.82
S -2.52 -1.40 1.21
C -2.12 -5.15 -2.21
H 9.61 0.38 -1.86
H 2.87 1.92 4.31
F -3.52 1.44 0.58
C 0.20 2.55 2.76
C 1.60 1.24 6.53
C 3.39 -4.55 1.37
H 5.89 1.93 -0.38
H 0.37 -6.78 -3.85
H -1.66 2.04 6.03
C 3.21 1.45 3.39
C 0.81 1.17 2.78
O 3.91 -1.23 -0.87
C 0.65 -4.09 1.15
H -2.65 -0.02 -2.23
H 1.70 4.63 6.61
C 0.92 -1.45 4.56
C -0.07 3.45 6.34
C 7.81 1.30 -1.13
C 0.24 1.05 6.29
C 6.51 1.09 -0.68
F -7.90 0.30 -0.61
C 1.54 -3.60 0.20
C 2.27 1.02 2.49
H -0.41 -3.91 1.05
F -7.30 -2.33 -0.30
C -0.66 2.19 -0.82
C 5.99 -0.19 -0.61
C 0.36 4.94 2.46
C -6.67 -0.07 -0.24
H -2.27 4.16 -2.87
H -3.56 1.49 -2.07
C 8.59 0.22 -1.51
H 1.82 -0.90 4.82
H 0.47 0.16 -2.99
H -0.28 -1.83 2.81
C 1.29 3.63 6.54
C 2.12 2.52 6.65
C -0.12 -6.03 -3.24
H 0.97 5.81 2.28
C 4.04 0.21 1.03
Si -1.18 1.96 -2.56
H 6.02 0.48 1.84
H 1.39 -1.36 2.47
H 8.21 2.31 -1.19
O 1.75 0.06 0.39
C -1.18 2.68 2.93
C -1.49 -6.11 -2.99
H 6.34 -2.26 -0.98
H 5.43 1.33 5.17
C 1.15 -4.81 2.22
F -4.87 -3.09 0.51
H 3.57 -3.40 -0.45
C -1.78 3.92 2.85
C 0.53 -1.16 3.11
C -4.07 -0.87 0.62
C -2.78 0.98 -2.65
H 2.26 0.38 6.62
H -1.86 -3.33 -1.06
O -0.15 -1.79 -0.67
C -0.60 2.17 6.21
C 5.59 1.78 4.19
H -0.24 0.74 -4.51
H -3.18 -5.20 -2.02
C 2.90 -3.82 0.29
H -2.07 -6.92 -3.43
H -0.73 4.31 6.25
C 4.96 0.66 2.00
H -1.77 1.79 3.12
H -1.48 6.03 2.55
C 0.96 3.68 2.52
Te -0.57 -0.87 5.99
C 4.59 1.29 3.17
C 8.07 -1.07 -1.45
H 8.68 -1.91 -1.76
C -1.50 3.60 -3.41
C -0.02 -4.05 -1.91
S 0.92 -2.69 -1.21
H -1.83 3.49 -4.45
H 4.46 -4.73 1.46
C 0.62 -4.99 -2.69
C -1.01 5.06 2.62
C -5.10 -1.78 0.36
C -5.68 0.86 -0.02
Cd -0.61 0.32 0.25
C -1.39 -4.10 -1.67
H 2.91 -5.61 3.17
C 0.13 1.05 -3.53
H 1.01 1.69 -3.69
H 1.69 -4.92 -2.88
C 6.77 -1.27 -1.01
H -1.32 2.88 -0.29
N 0.02 0.20 2.99
C -4.42 0.47 0.39
H -3.14 0.88 -3.68
H -2.86 4.01 2.95
C 2.63 0.39 1.24
F -5.95 2.16 -0.21
C -6.36 -1.40 -0.06
H 0.47 -5.19 2.98
C 4.55 -0.46 -0.18
C 2.52 -5.04 2.33
*
```

Molecular formula: C5H8N
Method: DFT, wB97M-V/def2-TZVPD

Values from the calculation:
ΔE to the lowest compared entry with this formula, charge and spin in kJ/mol: 331.9
Maximum force in eV/Å: 4.7
SMILES string: C=[N+]=C/C=C/C
E_LUMO in Eh: -0.19302
Total energy in a.u.: -249.69873
Gap between HOMO and LUMO in eV: 9.3

Geometry as ORCA input:
```
! RIJCOSX wB97M-V def2-TZVPD def2/J DEFGRID3
* xyz 1 1
H -1.28 1.23 1.13
C 0.21 -2.33 -0.14
H 0.08 2.74 -0.45
H 0.96 -0.21 -0.76
C -1.41 -0.81 0.78
N -0.79 -1.84 0.45
H 1.01 -2.52 0.57
H 1.22 1.99 -1.57
H 1.79 2.14 0.08
H 0.11 -2.61 -1.10
C 0.36 0.52 -0.18
C 0.89 1.88 -0.60
H -2.37 -0.64 1.25
C -0.77 0.47 0.55
*
```

Molecular formula: C8H6N2O3Sn
Method: DFT, wB97M-V/def2-TZVPD

Values from the calculation:
ΔE to the lowest compared entry with this formula, charge and spin in kJ/mol: 72.2
Maximum force in eV/Å: 8.0
E_LUMO in Eh: -0.34404
Total energy in a.u.: -857.29278
Gap between HOMO and LUMO in eV: 7.1

Geometry as ORCA input:
```
! RIJCOSX wB97M-V def2-TZVPD def2/J DEFGRID3
* xyz 2 1
N 0.13 -0.98 3.63
C -2.19 -2.36 -4.68
O -1.75 3.91 -2.22
H 0.98 -1.14 4.14
O -2.82 -3.27 -4.86
C 0.13 -0.58 2.34
H 2.30 -0.72 2.11
C -1.05 0.17 0.41
C 2.41 1.11 -2.73
H -0.72 -1.07 4.17
O 3.34 0.84 -3.37
C 1.31 0.04 0.37
C -1.10 -0.33 1.69
H -1.95 0.38 -0.16
N 0.13 0.45 -0.23
C -0.90 3.13 -2.02
Sn 0.24 1.23 -2.20
H 2.20 0.15 -0.25
C 1.35 -0.45 1.65
H -2.05 -0.53 2.19
*
```

Molecular formula: C37H26Cl2N10RuS2
Method: DFT, wB97M-V/def2-TZVPD

Values from the calculation:
ΔE to the lowest compared entry with this formula, charge and spin in kJ/mol: 0.0
Maximum force in eV/Å: 2.3
E_LUMO (alpha / beta) in Eh: -0.03607 / -0.03607
Total energy in a.u.: -3784.91031
Gap between HOMO and LUMO (alpha / beta) in eV: 5.1 / 5.1

Geometry as ORCA input:
```
! RIJCOSX wB97M-V def2-TZVPD def2/J DEFGRID3
* xyz 0 1
C -2.72 3.81 -2.87
H -1.73 -5.34 1.34
H -4.18 -4.10 -4.54
C 4.21 3.07 2.45
C 0.70 -3.79 3.99
H -2.43 4.77 -3.27
C 4.12 2.28 4.74
H 5.13 4.06 4.10
C 2.92 1.52 0.80
H 4.92 4.22 -4.83
S -2.41 0.52 -0.31
C -1.43 -1.58 -3.63
C -2.91 -2.51 -5.23
H -5.80 1.62 2.65
H -3.31 -2.57 -6.24
C 0.87 -1.86 2.25
N 0.37 0.11 -3.61
C 3.02 1.04 3.04
C 3.35 1.19 4.38
Cl -3.49 4.10 -1.30
N -4.03 1.20 1.65
H 0.33 -5.57 5.10
Cl -1.26 2.81 -2.75
C 3.03 2.32 -2.80
N -2.36 -0.34 2.19
Ru 0.81 -0.27 -0.30
H -1.65 -0.91 1.75
C -3.41 -3.39 -4.26
C -0.69 0.96 0.11
H -4.32 1.84 0.92
H -3.01 -0.47 4.22
H -1.53 -0.92 -5.68
N -0.27 -1.20 -1.70
C -1.92 -1.60 -4.93
H -3.43 3.30 -3.51
N -1.25 -2.94 -0.36
H 4.40 2.42 5.77
C -0.47 -3.68 1.86
C -1.07 -4.91 2.08
C -0.77 -5.58 3.25
C -1.15 -2.21 -1.45
S -0.45 2.21 1.14
H -1.27 -0.63 3.91
H 1.72 1.53 -5.84
H 4.65 3.68 -2.41
H -3.29 -4.05 -2.21
C 0.40 -3.11 2.81
C 4.16 3.51 -4.51
N 3.17 2.12 -0.35
H 4.52 3.79 1.70
H 3.01 0.46 5.11
C 0.11 -5.02 4.20
C 2.35 2.01 -5.11
N 2.21 0.38 0.99
H -5.12 0.02 3.00
C 3.34 2.91 -5.47
C 2.20 1.73 -3.76
H -1.20 -6.55 3.45
C -2.17 -0.10 3.62
N 0.29 -1.69 1.02
N 1.66 -1.00 2.88
C 2.22 0.05 2.32
C 3.45 1.97 2.09
C 4.01 3.22 -3.16
H -2.02 0.97 3.80
H -4.40 1.47 3.72
C -2.92 -3.38 -2.97
C -1.93 -2.46 -2.66
C -0.38 -0.79 -2.99
C 4.54 3.21 3.78
N 1.59 0.91 -1.70
H 1.38 -3.35 4.70
C -4.88 1.07 2.83
H 3.48 3.16 -6.52
C 2.62 1.78 -1.50
C -2.99 0.45 1.34
C -0.51 -2.76 0.73
C 1.31 0.83 -3.04
*
```

Molecular formula: C6H9O6Zn
Method: DFT, wB97M-V/def2-TZVPD

Values from the calculation:
ΔE to the lowest compared entry with this formula, charge and spin in kJ/mol: 100.6
Maximum force in eV/Å: 3.8
E_LUMO in Eh: 0.12234
Total energy in a.u.: -2464.99203
Gap between HOMO and LUMO in eV: 8.9

Geometry as ORCA input:
```
! RIJCOSX wB97M-V def2-TZVPD def2/J DEFGRID3
* xyz -1 1
H -0.66 -4.15 -2.05
C -2.30 1.44 2.83
C -1.47 0.63 1.86
C -0.45 -1.98 -1.40
H 3.34 2.22 -1.84
H 4.17 1.29 -0.60
C 2.09 1.07 -0.36
H -1.86 2.40 3.08
O -0.20 -2.16 -0.19
C 3.29 1.91 -0.79
O 1.03 1.66 -0.24
Zn 0.11 -0.17 0.15
H -0.98 -3.02 -3.26
O -1.88 0.31 0.74
C -1.02 -3.13 -2.18
O -0.59 -0.80 -1.80
H 3.48 2.82 -0.22
H -3.30 1.68 2.49
H -2.11 -3.14 -2.08
O 2.13 -0.14 -0.09
H -2.49 0.96 3.80
O -0.32 0.31 2.14
*
```

Molecular formula: C8H28O7
Method: DFT, wB97M-V/def2-TZVPD

Values from the calculation:
ΔE to the lowest compared entry with this formula, charge and spin in kJ/mol: 1036.6
Maximum force in eV/Å: 11.8
E_LUMO in Eh: 0.00844
Total energy in a.u.: -847.87904
Gap between HOMO and LUMO in eV: 9.2

Geometry as ORCA input:
```
! RIJCOSX wB97M-V def2-TZVPD def2/J DEFGRID3
* xyz 0 1
H 0.43 -0.38 0.71
H -1.35 -0.14 1.73
O 1.32 3.42 1.27
O -3.19 -3.26 -0.99
H 0.12 -1.02 3.87
C 1.21 1.96 1.32
H -0.05 0.40 -1.91
H 0.21 1.73 0.96
O -2.29 -1.25 3.12
H 0.53 3.81 1.66
H 0.96 -1.03 2.32
H 3.25 1.74 0.43
H 0.72 2.24 -0.97
H -3.06 -1.55 2.64
H -1.54 -2.07 -0.97
O 0.33 0.17 -2.76
H 2.21 0.84 -1.54
H 1.61 -1.39 -1.76
H 1.44 -1.33 -3.55
O 1.85 0.50 -0.72
C -0.18 2.86 -1.04
H 0.81 4.41 -0.31
C 0.96 -1.12 -2.59
H 0.14 -1.82 -2.49
H 0.50 0.98 -0.69
H -1.32 -1.77 1.26
O 0.38 4.20 -1.14
H -0.81 2.54 -1.87
C -1.22 -1.14 2.15
H -1.17 -3.65 -1.54
H 1.22 1.68 2.37
C 2.30 1.21 0.48
H 0.39 -1.49 -0.71
H -1.00 -1.15 0.25
H -3.58 -2.44 -0.69
O -0.32 0.52 -0.91
H -2.03 -2.72 -2.63
C -1.96 -2.89 -1.55
H 0.29 -2.51 3.07
H 2.57 0.38 1.12
C 0.12 -1.45 2.87
H -0.68 2.70 -0.09
C -0.11 -0.68 -0.18
*
```

Molecular formula: C4H6O4P2
Method: DFT, wB97M-V/def2-TZVPD

Values from the calculation:
ΔE to the lowest compared entry with this formula, charge and spin in kJ/mol: 87.5
Maximum force in eV/Å: 2.8
E_LUMO (alpha / beta) in Eh: -0.04851 / -0.01738
Total energy in a.u.: -1139.51402
Gap between HOMO and LUMO (alpha / beta) in eV: 6.2 / 7.5

Geometry as ORCA input:
```
! RIJCOSX wB97M-V def2-TZVPD def2/J DEFGRID3
* xyz 0 1
P 0.05 -1.43 1.15
H -1.12 -1.60 1.73
O -0.78 1.17 1.62
C -0.04 0.45 1.02
H 2.24 -0.90 2.35
C -0.45 0.50 -1.32
H 0.94 1.74 -0.31
C 0.63 0.76 -0.25
O -1.30 1.56 -1.52
O -2.29 -1.18 -1.33
P 1.53 -2.03 2.65
H -1.47 1.96 -0.68
C -1.18 -0.87 -1.09
O 1.72 -0.03 -0.44
H 1.62 -0.46 -1.26
H -0.10 0.38 -2.33
*
```

Molecular formula: C11H18
Method: DFT, wB97M-V/def2-TZVPD

Values from the calculation:
ΔE to the lowest compared entry with this formula, charge and spin in kJ/mol: 668.1
Maximum force in eV/Å: 6.0
E_LUMO in Eh: 0.02578
Total energy in a.u.: -429.68614
Gap between HOMO and LUMO in eV: 10.0

Geometry as ORCA input:
```
! RIJCOSX wB97M-V def2-TZVPD def2/J DEFGRID3
* xyz 0 1
C 2.08 -0.01 0.10
H 2.74 -0.34 1.85
C -2.64 0.72 1.29
C -2.92 -0.70 1.29
H 1.91 -1.48 -1.94
H 3.77 0.85 -1.26
H 0.52 1.48 0.47
H -3.08 -1.59 -1.96
H 2.29 1.78 1.09
H 2.26 -1.95 0.96
H -2.82 -1.46 1.92
H -2.70 2.35 0.11
C 1.29 -0.56 -1.15
H -3.51 1.48 -1.94
H 0.10 -0.94 -0.76
C 3.50 0.03 -0.40
C -3.06 -1.33 0.07
H 1.34 0.55 -1.86
C -2.97 1.37 0.12
C 1.92 -0.85 1.24
C -3.29 0.81 -1.14
H 3.62 -0.95 -0.95
C 1.55 1.37 0.28
H -2.83 -2.50 -0.14
H -2.64 0.99 2.34
H 0.94 -0.84 1.74
H 1.48 2.24 -0.48
C -3.28 -0.68 -1.16
H 4.43 0.19 0.26
*
```

Molecular formula: H12NaO10S
Method: DFT, wB97M-V/def2-TZVPD

Values from the calculation:
ΔE to the lowest compared entry with this formula, charge and spin in kJ/mol: 99.8
Maximum force in eV/Å: 1.8
E_LUMO in Eh: 0.04323
Total energy in a.u.: -1320.20718
Gap between HOMO and LUMO in eV: 4.7

Geometry as ORCA input:
```
! RIJCOSX wB97M-V def2-TZVPD def2/J DEFGRID3
* xyz -1 1
O 0.73 2.13 1.00
H 2.65 1.57 -0.61
O 3.53 1.93 -0.45
O 2.18 -1.34 -0.09
H 1.39 0.46 -2.82
H -0.01 2.72 1.18
O -3.43 -1.38 0.05
O -1.93 0.33 -0.56
H 1.53 2.61 1.24
H 0.05 -1.77 3.57
H 4.12 1.37 -0.95
O -1.28 -2.16 0.70
H 3.05 -1.72 -0.22
O -4.11 0.30 -1.62
O -3.91 0.93 0.74
O 0.68 0.94 -2.37
H -0.54 -1.47 2.19
H 0.33 1.54 -3.04
H -1.09 -2.74 -0.05
O -0.24 -1.04 3.02
Na 0.26 0.17 -0.19
H -2.20 -1.74 0.45
H 1.65 -1.70 -0.81
S -3.40 0.08 -0.35
*
```

Molecular formula: C5H15N2S
Method: DFT, wB97M-V/def2-TZVPD

Values from the calculation:
ΔE to the lowest compared entry with this formula, charge and spin in kJ/mol: 650.7
Maximum force in eV/Å: 4.0
E_LUMO in Eh: -0.31549
Total energy in a.u.: -706.72877
Gap between HOMO and LUMO in eV: 5.0

Geometry as ORCA input:
```
! RIJCOSX wB97M-V def2-TZVPD def2/J DEFGRID3
* xyz 1 1
H 0.40 0.55 -1.71
H -1.52 0.86 2.63
H -2.34 -0.73 -0.96
H -0.68 -2.09 -1.49
H 0.31 -0.42 -2.98
C -1.28 1.70 0.18
H 6.60 2.21 1.82
C -1.54 -0.82 -0.23
C -0.31 -1.12 -1.10
H -1.90 2.39 0.76
S 1.66 0.26 0.25
N -1.64 0.36 0.63
H -0.20 1.83 0.08
H -1.78 1.87 -0.79
H 6.58 2.58 2.47
N -0.23 -0.13 -2.17
H 0.08 0.34 1.89
H -1.28 -0.84 2.19
C 0.93 -1.36 -0.21
C -1.03 0.18 1.94
H 1.80 -1.92 -0.54
H -1.82 -1.67 0.42
H 0.64 -1.53 0.85
*
```

Molecular formula: C12H12N3O3PdS
Method: DFT, wB97M-V/def2-TZVPD

Values from the calculation:
ΔE to the lowest compared entry with this formula, charge and spin in kJ/mol: 0.0
Maximum force in eV/Å: 1.7
E_LUMO in Eh: -0.22491
Total energy in a.u.: -1380.18827
Gap between HOMO and LUMO in eV: 6.8

Geometry as ORCA input:
```
! RIJCOSX wB97M-V def2-TZVPD def2/J DEFGRID3
* xyz 1 1
H -2.27 -0.33 3.05
O -1.89 2.88 -1.32
H -0.72 0.40 2.63
H -0.90 -1.34 2.58
N 0.33 -0.36 0.43
C -3.78 -0.16 -0.71
C -5.27 -0.19 -0.71
N -0.89 1.78 -3.34
H 6.39 -0.45 0.85
S -1.36 3.05 -2.70
C -1.85 -0.31 0.97
C 5.35 -0.41 0.56
H 2.26 -0.68 1.90
C 4.36 -0.60 1.52
H -5.65 -0.21 -1.73
C -1.41 -0.40 2.39
C -3.14 -0.20 0.62
Pd -1.05 0.47 -1.91
C 5.02 -0.15 -0.77
O -3.16 -0.16 -1.76
C 2.70 -0.28 -0.18
H 4.64 -0.79 2.55
C 3.70 -0.08 -1.14
C 3.03 -0.53 1.16
H -3.85 -0.18 1.45
N -0.83 -0.31 -0.02
H -5.63 -1.05 -0.15
O 0.96 -0.03 -1.77
H 5.80 0.00 -1.50
H -5.64 0.70 -0.19
H 3.42 0.11 -2.17
C 1.33 -0.20 -0.61
*
```